Below is C5H10NS as an isolated structure at a distorted geometry, with properties calculated with wB97M-V/def2-TZVPD.

Atoms and positions in Å:
C: 0.789 -0.249 0.542
C: 1.998 0.114 -0.389
C: -0.005 -0.756 -0.499
C: -1.262 -1.495 -0.475
C: -0.306 1.069 1.088
N: -0.917 1.657 0.021
S: 0.965 -0.360 -1.831
H: 1.097 -0.978 1.296
H: 2.782 -0.617 -0.292
H: -1.820 -1.391 0.438
H: -1.067 -2.592 -0.669
H: -1.893 -1.215 -1.261
H: 0.385 1.612 1.653
H: 2.474 1.062 -0.397
H: -0.970 0.472 1.674
H: -1.563 1.151 -0.525
H: -0.690 2.516 -0.375

The total energy is -17663.63056 eV. Its total charge is +1. The energy above the lowest of the compared OMol25 structures with the same formula, charge and spin is 62.1 kcal per mole. Its orbital gap is 0.3044 Eh.


Below is an isolated ion of composition C5H10NS4 and charge +1 at a distorted geometry, with properties calculated with wB97M-V/def2-TZVPD.

Atoms and positions in Å:
C: -1.254 0.598 0.363
C: 0.012 1.047 -0.402
C: -1.716 -0.805 0.085
C: 1.042 -1.068 0.637
C: 2.265 -1.924 0.643
N: 1.163 0.079 -0.330
S: -0.459 -1.969 0.204
S: -2.554 1.874 0.161
S: 0.600 2.639 0.340
S: -3.306 -1.309 -0.288
H: -0.991 0.636 1.433
H: -0.231 1.220 -1.452
H: 2.058 -2.826 1.212
H: 3.067 -1.395 1.157
H: 2.620 -2.219 -0.350
H: 1.358 -0.276 -1.280
H: 2.001 0.606 -0.036
H: -2.582 1.843 -1.175
H: 0.728 3.318 -0.800
H: -3.821 -0.070 -0.120

The total energy is -50168.73507 eV. Its total charge is +1. The energy above the lowest of the compared OMol25 structures with the same formula, charge and spin is 34.6 kcal per mole. Its orbital gap (alpha / beta) is 0.2432 / 0.2386 Eh.


Below is a 2-piece molecular cluster, C5H10O overall at a distorted geometry, with properties calculated with wB97M-V/def2-TZVPD.

Atoms and positions in Å:
C: -2.690 0.420 0.248
C: -1.898 1.331 -0.340
C: 1.289 0.374 0.868
C: 1.110 -1.115 -1.110
C: 0.662 -0.931 0.365
O: -3.633 0.155 0.927
H: -1.803 2.228 0.219
H: -1.177 1.236 -1.168
H: -0.163 -0.677 0.328
H: 2.265 0.585 0.491
H: 0.615 1.162 0.471
H: 1.349 0.537 2.021
H: 0.986 -0.192 -1.477
H: 0.472 -1.762 -1.584
H: 2.126 -1.531 -1.283
H: 0.489 -1.818 1.025

The total energy is -7390.57185 eV. The energy above the lowest of the compared OMol25 structures with the same formula, charge and spin is 96.7 kcal per mole. The SMILES is C=C=O.CCC. Its orbital gap is 0.3419 Eh.


Below is a 2-piece molecular cluster, C5H10O overall, with properties calculated with wB97M-V/def2-TZVPD.

Atoms and positions in Å:
C: 2.575 0.071 -0.452
C: 0.160 0.213 1.147
C: -0.685 1.026 0.184
C: -1.743 -0.098 0.282
O: -2.430 -0.492 -0.879
C: -0.585 -1.022 0.676
H: 2.699 1.059 -0.903
H: 2.034 -0.584 -1.141
H: 3.550 -0.363 -0.223
H: 2.020 0.178 0.489
H: -0.270 0.987 -0.833
H: -0.897 2.068 0.446
H: -2.429 0.067 1.121
H: -3.130 0.152 -1.043
H: -0.712 -1.845 1.385
H: -0.158 -1.417 -0.257

The total energy is -7389.91173 eV. The energy above the lowest of the compared OMol25 structures with the same formula, charge and spin is 111.9 kcal per mole. Its orbital gap is 0.3084 Eh.


Below is C5H10O as an isolated structure, with properties calculated with wB97M-V/def2-TZVPD.

Atoms and positions in Å:
C: 1.933 0.348 0.416
C: 0.804 -0.089 -0.526
C: -0.334 -0.589 0.328
C: -0.555 -1.956 0.242
C: -1.892 1.781 -0.056
O: -2.056 1.697 -1.249
H: 2.321 -0.505 0.984
H: 1.574 1.090 1.137
H: 2.763 0.784 -0.148
H: 1.196 -0.839 -1.236
H: 0.469 0.775 -1.113
H: 0.068 -2.643 -0.354
H: -1.328 -2.437 0.846
H: -1.326 -1.095 -0.332
H: -0.975 2.214 0.386
H: -2.660 1.464 0.675

The total energy is -7389.99737 eV. The energy above the lowest of the compared OMol25 structures with the same formula, charge and spin is 110.0 kcal per mole. Its orbital gap is 0.3460 Eh.


Below is a 2-piece molecular cluster, C5H10O overall, with properties calculated with wB97M-V/def2-TZVPD.

Atoms and positions in Å:
C: 1.976 0.112 0.463
C: 0.724 0.604 -0.228
C: -0.078 -0.437 -0.999
C: -1.520 -0.049 -0.670
C: -1.460 0.732 0.631
O: -0.214 1.071 0.805
H: 2.451 0.910 1.040
H: 2.695 -0.255 -0.276
H: 1.727 -0.710 1.143
H: 0.936 1.490 -0.840
H: 0.149 -0.419 -2.067
H: 0.137 -1.441 -0.615
H: -2.233 -0.881 -0.668
H: -1.909 0.705 -1.368
H: -1.553 -1.073 1.848
H: -1.829 -0.360 1.801

The total energy is -7391.07291 eV. The energy above the lowest of the compared OMol25 structures with the same formula, charge and spin is 85.1 kcal per mole. Its orbital gap is 0.3365 Eh.


Below is C5H10O as an isolated structure, with properties calculated with wB97M-V/def2-TZVPD.

Atoms and positions in Å:
C: 1.540 0.236 0.666
C: 0.076 0.528 0.943
C: -1.029 -1.081 0.533
C: -0.992 0.033 -0.284
C: -0.349 0.063 -1.791
O: -1.363 -0.141 -2.549
H: 1.801 0.441 -0.374
H: 1.811 -0.799 0.895
H: 2.151 0.884 1.303
H: -0.164 1.586 0.790
H: -0.175 0.343 1.997
H: -1.869 -1.316 1.186
H: -0.202 -1.788 0.526
H: -1.878 0.666 -0.269
H: 0.177 1.061 -1.832
H: 0.463 -0.714 -1.741

The total energy is -7389.60353 eV. The energy above the lowest of the compared OMol25 structures with the same formula, charge and spin is 119.0 kcal per mole. Its orbital gap (alpha / beta) is 0.2567 / 0.2567 Eh.


Below is a single C5H10O molecule at a distorted geometry, with properties calculated with wB97M-V/def2-TZVPD.

Atoms and positions in Å:
C: -1.046 0.664 -0.803
C: -0.523 -0.468 0.114
C: -1.275 -0.443 1.454
C: 0.993 -0.067 0.245
O: 1.247 0.892 0.937
C: 2.118 -0.195 -0.783
H: -0.562 0.640 -1.785
H: -0.827 1.636 -0.346
H: -2.128 0.595 -0.961
H: -0.717 -1.433 -0.375
H: -1.115 0.509 1.969
H: -0.949 -1.251 2.118
H: -2.358 -0.562 1.301
H: 3.059 -0.539 -0.329
H: 1.763 -0.804 -1.594
H: 2.321 0.828 -1.162

The total energy is -7394.00104 eV. The energy above the lowest of the compared OMol25 structures with the same formula, charge and spin is 17.6 kcal per mole. The SMILES is CC(=O)C(C)C. Its orbital gap is 0.3776 Eh.


Below is a single C5H10O molecule, with properties calculated with wB97M-V/def2-TZVPD.

Atoms and positions in Å:
O: 1.651 -0.975 0.780
C: 0.577 -1.492 0.924
C: -0.719 -0.920 0.422
C: -0.668 -0.225 -0.937
C: 0.065 1.116 -0.971
C: -0.687 2.231 -0.252
H: 0.451 -2.421 1.515
H: -1.493 -1.691 0.408
H: -1.070 -0.199 1.170
H: -0.189 -0.871 -1.670
H: -1.696 -0.035 -1.254
H: 1.083 1.072 -0.582
H: 0.202 1.392 -2.017
H: -1.464 1.802 0.381
H: -0.048 2.854 0.366
H: -1.149 2.906 -0.959

The total energy is -7394.15688 eV. The energy above the lowest of the compared OMol25 structures with the same formula, charge and spin is 14.0 kcal per mole. The SMILES is CCCCC=O. Its orbital gap is 0.3940 Eh.


Below is a 2-piece molecular cluster, C5H10O overall, with properties calculated with wB97M-V/def2-TZVPD.

Atoms and positions in Å:
C: -1.685 0.580 -1.748
C: -1.100 1.109 -0.449
O: 0.289 1.366 -0.561
C: 1.301 -0.253 1.665
C: 0.479 -1.464 2.003
C: 1.770 -1.381 1.243
H: -2.774 0.487 -1.683
H: -1.274 -0.406 -1.993
H: -1.442 1.263 -2.567
H: -1.559 2.066 -0.184
H: -1.303 0.412 0.379
H: 1.361 0.821 1.729
H: 0.473 -1.841 3.029
H: -0.457 -1.655 1.470
H: 2.537 -1.938 0.730
H: 0.736 0.512 -0.631

The total energy is -7391.50838 eV. The energy above the lowest of the compared OMol25 structures with the same formula, charge and spin is 75.1 kcal per mole. The SMILES is C1=CC1.CCO. Its orbital gap is 0.3891 Eh.


Below is a single C5H10O molecule at a distorted geometry, with properties calculated with wB97M-V/def2-TZVPD.

Atoms and positions in Å:
C: 0.431 0.716 1.771
C: 0.411 1.037 0.289
C: -0.575 0.158 -0.392
C: -0.464 -0.240 -1.859
C: -0.328 -1.255 -0.767
O: 1.012 -1.663 -0.650
H: 0.683 -0.342 1.906
H: -0.561 0.875 2.212
H: 1.159 1.324 2.310
H: 0.143 2.089 0.112
H: 1.384 0.870 -0.179
H: -1.623 0.327 -0.118
H: -1.329 0.299 -2.180
H: 0.456 -0.102 -2.422
H: -1.048 -2.039 -0.544
H: 1.109 -2.011 0.247

The total energy is -7392.90392 eV. The energy above the lowest of the compared OMol25 structures with the same formula, charge and spin is 42.9 kcal per mole. The SMILES is CC[C@H]1C[C@H]1O. Its orbital gap is 0.3765 Eh.


Below is a single C5H10O molecule, with properties calculated with wB97M-V/def2-TZVPD.

Atoms and positions in Å:
C: 0.849 1.283 0.876
C: 0.946 0.379 -0.332
C: 1.103 -1.104 -0.147
C: -0.162 -0.561 -0.749
C: -1.480 -0.653 -0.020
O: -2.478 0.150 -0.623
H: 0.288 2.200 0.658
H: 0.362 0.784 1.720
H: 1.851 1.577 1.210
H: 1.510 0.809 -1.158
H: 1.787 -1.650 -0.790
H: 1.052 -1.482 0.872
H: -0.279 -0.702 -1.823
H: -1.862 -1.678 -0.065
H: -1.358 -0.402 1.045
H: -2.128 1.049 -0.674

The total energy is -7393.66612 eV. The energy above the lowest of the compared OMol25 structures with the same formula, charge and spin is 25.3 kcal per mole. The SMILES is C[C@H]1C[C@H]1CO. Its orbital gap is 0.4087 Eh.